No. 1
ORCA calculation (ωB97M-V with the def2-TZVPD basis set) on C35H37BaNO3P2 as an isolated structure at a distorted geometry.

Values from the calculation:
Gap between HOMO and LUMO (eV): 6.34
Total charge: 0

Each line ends with the Löwdin charge.
Atoms and positions in Å:
Ba 1.6030 -1.3523 -2.7264  1.75
C -2.4937 0.1896 0.6750  -0.12
C -2.7765 0.0164 -0.6274  -0.12
C -3.0652 1.0447 -1.6704  -0.20
C -1.7787 1.5934 -2.3386  -0.19
C -0.8669 2.3073 -1.3860  -0.12
C -1.1106 2.8076 -0.1750  -0.11
C -2.3480 2.8031 0.6470  -0.20
C -2.5885 1.4679 1.4341  -0.18
C 3.0891 0.2806 -1.1935  -0.45
H -2.2747 -0.6627 1.3267  0.10
H -2.9195 -0.9987 -1.0044  0.10
H -3.6499 1.9056 -1.3292  0.10
H -3.6508 0.5424 -2.4589  0.10
H -1.2455 0.7278 -2.7955  0.07
H -2.0758 2.2540 -3.1793  0.12
H 0.1481 2.3967 -1.7917  0.10
H -0.3077 3.3145 0.3701  0.11
H -3.2509 3.0385 0.0533  0.10
H -2.2247 3.5854 1.4224  0.11
H -1.9807 1.4024 2.3607  0.12
H -3.6241 1.5856 1.7803  0.11
H 3.3193 -0.1462 -0.1903  -0.06
H 2.5172 1.2034 -0.9788  -0.08
H 4.0706 0.6604 -1.5501  -0.09
P 0.1184 -2.2044 -8.9057  0.99
P 2.0222 0.2585 -9.2617  0.99
C -0.5652 -0.6521 -9.5146  -0.34
C 0.2841 0.3701 -9.7868  -0.35
C -0.6451 -3.3729 -10.1259  -0.39
C -1.7920 -3.0861 -10.8681  -0.10
C -2.3394 -4.0310 -11.7352  -0.08
C -1.7212 -5.2669 -11.8998  -0.09
C -0.5362 -5.5466 -11.2140  -0.09
C 0.0010 -4.6037 -10.3401  -0.11
C -0.8765 -2.3677 -7.3603  -0.37
C -0.5359 -1.5060 -6.2953  -0.12
C -1.2889 -1.5355 -5.1224  -0.13
C -2.3669 -2.4302 -4.9959  -0.08
C -2.6904 -3.2866 -6.0602  -0.07
C -1.9295 -3.2864 -7.2393  -0.08
C 2.7240 0.9818 -10.8403  -0.37
C 2.6263 0.2078 -12.0115  -0.11
C 2.9925 0.7270 -13.2557  -0.09
C 3.4894 2.0339 -13.3449  -0.09
C 3.6367 2.7999 -12.1852  -0.08
C 3.2795 2.2616 -10.9415  -0.09
C 2.0841 1.7256 -8.1618  -0.42
C 3.2432 1.8458 -7.3670  -0.12
C 3.4346 2.9993 -6.6020  -0.08
C 2.4679 4.0190 -6.6051  -0.08
C 1.2870 3.8536 -7.3383  -0.08
C 1.0793 2.6968 -8.0988  -0.09
H -1.6516 -0.5718 -9.6620  0.07
H 0.0045 1.2709 -10.3625  0.09
H -2.2614 -2.1096 -10.7853  0.09
H -3.2495 -3.7861 -12.2741  0.10
H -2.1630 -6.0057 -12.5648  0.10
H -0.0440 -6.5028 -11.3664  0.10
H 0.9390 -4.8231 -9.8262  0.10
H 0.2958 -0.7933 -6.4135  0.10
H -1.0857 -0.8054 -4.3213  0.06
H -2.9634 -2.4305 -4.0758  0.11
H -3.5327 -3.9737 -5.9716  0.11
H -2.1684 -3.9797 -8.0542  0.11
H 2.2192 -0.8015 -11.9467  0.10
H 2.8882 0.1194 -14.1554  0.10
H 3.7560 2.4471 -14.3173  0.10
H 4.0258 3.8167 -12.2539  0.10
H 3.4054 2.8794 -10.0529  0.10
H 4.0028 1.0550 -7.3693  0.10
H 4.3427 3.1237 -6.0151  0.10
H 2.6193 4.9352 -6.0244  0.11
H 0.5169 4.6238 -7.3437  0.10
H 0.1511 2.5669 -8.6632  0.09
O 0.2129 -0.4204 -0.6988  -0.25
N 0.4831 -1.4483 0.0386  -0.52
O 0.0995 -1.6001 1.1851  0.07
O 1.2156 -2.3882 -0.5589  -0.38



No. 2
ORCA calculation (ωB97M-V with the def2-TZVPD basis set) on an isolated molecule of C5H12O2.

Values from the calculation:
Gap between HOMO and LUMO (eV): 10.84
SMILES: CO[C@@H](C)CCO
Total charge: 0

Each line ends with the Löwdin charge.
Atoms and positions in Å:
C -0.2214 -2.2498 -0.1228  -0.09
O -0.2709 -0.9473 0.4160  -0.20
C -0.0756 0.0776 -0.5630  -0.40
C -1.3752 0.2759 -1.3390  -0.04
C 0.3470 1.3803 0.1274  -0.14
C 1.3484 1.2381 1.2728  -0.27
O 0.8012 0.5823 2.3914  -0.07
H -0.8077 -2.3295 -1.0472  0.08
H -0.6518 -2.9291 0.6159  0.10
H 0.8114 -2.5559 -0.3434  0.10
H 0.7351 -0.2507 -1.2359  0.15
H -2.1156 0.7407 -0.6796  0.09
H -1.7881 -0.6775 -1.6816  0.07
H -1.2331 0.9160 -2.2148  0.09
H -0.5427 1.8847 0.5237  0.12
H 0.7702 2.0362 -0.6458  0.12
H 2.2697 0.7434 0.9187  0.12
H 1.6344 2.2402 1.6130  0.12
H 0.4001 -0.2284 2.0410  0.06



No. 3
ORCA calculation (ωB97M-V with the def2-TZVPD basis set) on a 2-piece molecular cluster, C21H22Cl2N3O8 overall at a distorted geometry.

Values from the calculation:
Gap between HOMO and LUMO (eV): 6.64
Total charge: -1

Each line ends with the Löwdin charge.
Atoms and positions in Å:
O 1.3023 -3.9610 -3.9016  0.01
O 0.8557 -0.5736 1.8192  0.08
O -1.2368 -2.5580 -0.2161  -0.06
O 3.2650 -4.1244 1.0627  0.04
O -1.9230 -4.4535 0.6956  -0.07
Cl -0.1305 8.1960 -4.3969  0.65
Cl -0.5633 6.9867 0.8900  0.71
N -2.5671 5.7530 -2.3663  0.16
O 0.1113 -2.2036 3.2080  0.12
O -2.9120 5.3198 -0.1207  0.02
O -1.4511 0.8746 2.9136  -0.02
C 1.4786 -4.2154 -2.7190  -0.55
C -0.0651 -1.1052 2.4267  -0.42
C -1.0263 -3.6949 0.2694  -0.73
C 2.9329 -3.5131 0.0499  -0.47
C -1.9452 6.4341 -3.3412  -0.14
C -2.1467 5.8967 -1.0978  -0.34
C -0.4273 7.4544 -1.7837  -0.11
C -1.6260 3.2085 0.0043  0.01
C -2.8873 4.0672 1.8687  -0.01
C -1.2721 2.0829 0.7732  0.02
C -2.5298 2.9527 2.6329  0.00
C -0.8771 7.3035 -3.0928  -0.64
C -1.0717 6.7479 -0.7674  -0.54
C -2.4456 4.2143 0.5513  -0.29
C -1.7396 1.9385 2.0931  -0.26
N 3.8455 -3.0305 -0.8059  0.01
N 1.1984 -3.2981 -1.7935  0.11
C 2.0276 -5.5769 -2.3375  0.02
C 5.2914 -3.1808 -0.6596  -0.06
C -2.5291 -1.2629 3.0815  -0.02
C -1.4614 -0.4533 2.3360  -0.26
C 0.4271 -4.1732 0.4218  -0.06
C 1.4531 -3.3056 -0.3389  -0.20
H 1.0216 -2.4922 3.0421  0.12
H -2.2924 6.3151 -4.3632  0.11
H 0.3985 8.1222 -1.5551  0.11
H -1.2833 3.2789 -1.0231  0.11
H -3.5257 4.8331 2.2962  0.12
H -0.6334 1.3152 0.3442  0.12
H -2.8805 2.8528 3.6548  0.12
H 3.4874 -2.5654 -1.6274  0.13
H 0.6372 -2.5267 -2.1247  0.15
H 1.2662 -6.1188 -1.7820  0.08
H 2.2577 -6.1273 -3.2473  0.08
H 2.9275 -5.4792 -1.7379  0.07
H 5.5935 -4.1685 -1.0116  0.08
H 5.8081 -2.4143 -1.2378  0.08
H 5.5678 -3.0844 0.3925  0.08
H -2.2764 -1.3513 4.1420  0.08
H -3.5042 -0.7777 2.9878  0.08
H -2.6020 -2.2685 2.6532  0.09
H -1.7471 -0.4417 1.2797  0.14
H 0.6714 -4.1554 1.4836  0.10
H 0.5017 -5.2081 0.0917  0.10
H 1.2514 -2.2847 -0.0167  0.13



no.,electronic energy (eV)
1,-63792.3995
2,-9474.0112
3,-68032.3379